Molecular formula: C22H64O11V
Method: DFT, the ωB97M-V functional and the def2-TZVPD basis

XYZ file:
```
98
Properties=species:S:1:pos:R:3:mulliken_spin:R:1
V 16.593 -19.928 6.235 2.886
O 14.107 -19.183 2.512 0.000
H 14.846 -19.050 3.111 0.007
H 13.869 -20.112 2.559 0.000
H 14.245 -18.801 1.642 -0.001
O 14.496 -22.762 4.978 0.002
H 15.455 -22.729 4.939 0.000
H 14.173 -22.545 4.101 0.002
H 14.187 -22.154 5.654 -0.001
C 17.842 -19.291 2.094 -0.001
C 17.400 -18.468 3.281 0.020
C 16.879 -17.097 2.679 0.004
O 16.449 -19.132 4.119 -0.069
H 18.150 -20.263 2.480 -0.001
H 18.720 -18.910 1.572 0.001
H 16.968 -19.573 1.508 0.001
H 18.265 -18.191 3.884 0.006
H 16.613 -16.400 3.473 0.000
H 16.014 -17.135 2.018 0.000
H 17.669 -16.635 2.087 -0.001
C 19.043 -22.977 4.709 -0.003
C 17.680 -23.297 5.293 0.004
C 17.773 -24.113 6.531 -0.006
O 16.976 -22.129 5.539 0.018
H 19.762 -22.607 5.440 0.001
H 19.174 -22.346 3.830 0.002
H 19.359 -23.897 4.218 -0.001
H 17.137 -23.960 4.619 0.002
H 18.364 -25.006 6.329 0.000
H 16.846 -24.477 6.973 0.001
H 18.368 -23.590 7.280 0.001
C 14.990 -20.531 9.680 0.015
C 14.406 -21.277 8.390 0.007
C 12.934 -21.685 8.737 0.000
O 14.660 -20.769 7.096 -0.002
H 14.847 -21.211 10.519 0.000
H 14.477 -19.589 9.877 0.001
H 16.031 -20.232 9.803 0.003
H 14.725 -22.317 8.322 -0.001
H 12.892 -22.251 9.668 0.000
H 12.520 -22.274 7.919 0.000
H 12.203 -20.895 8.907 0.000
C 13.425 -23.199 0.766 0.000
C 14.165 -22.563 1.888 0.000
C 15.395 -21.826 1.324 0.002
O 13.409 -21.760 2.791 0.000
H 14.104 -23.777 0.140 0.000
H 12.815 -22.555 0.133 0.000
H 12.680 -23.872 1.189 0.000
H 14.564 -23.405 2.454 0.000
H 16.174 -21.662 2.068 0.000
H 15.218 -20.902 0.773 0.000
H 15.883 -22.409 0.543 0.000
C 18.773 -22.235 10.469 0.002
C 18.456 -20.886 11.109 0.000
O 18.472 -19.823 10.184 0.000
H 18.331 -23.097 10.968 0.000
H 19.836 -22.460 10.377 0.000
H 18.333 -22.170 9.474 -0.002
H 19.184 -20.717 11.902 0.000
H 17.439 -20.905 11.500 0.001
H 18.442 -18.969 10.622 0.000
C 14.297 -14.823 3.739 0.000
C 13.862 -16.175 4.342 0.000
O 13.608 -16.058 5.704 0.000
H 13.395 -14.211 3.760 0.000
H 14.676 -15.028 2.737 0.000
H 14.940 -14.189 4.349 0.000
H 14.675 -16.900 4.306 0.004
H 13.020 -16.604 3.798 0.000
H 13.220 -16.786 6.195 -0.001
C 10.603 -18.289 5.167 0.000
C 11.669 -19.215 5.617 -0.002
O 12.524 -18.585 6.602 0.001
H 10.089 -17.801 5.996 0.000
H 9.971 -18.923 4.545 0.000
H 10.867 -17.448 4.526 0.000
H 12.307 -19.535 4.793 0.000
H 11.081 -19.998 6.096 0.000
H 13.128 -19.276 6.882 0.003
C 17.210 -16.636 8.351 0.012
C 17.048 -16.919 6.911 0.036
O 15.881 -17.685 6.685 0.015
H 16.429 -15.928 8.630 0.002
H 18.120 -16.038 8.292 0.000
H 17.317 -17.537 8.955 -0.007
H 17.912 -17.398 6.450 -0.012
H 16.813 -16.031 6.325 0.007
H 15.213 -17.046 6.424 -0.001
C 20.576 -19.127 7.589 0.000
C 19.596 -20.141 6.968 0.028
O 18.325 -19.829 7.500 0.003
H 20.695 -19.038 8.669 0.001
H 20.202 -18.119 7.408 0.001
H 21.583 -19.089 7.174 0.000
H 19.808 -21.209 7.018 0.009
H 19.644 -19.864 5.915 -0.021
H 18.453 -20.067 8.421 0.021
```

Output
Total charge: 0
Spin multiplicity: 4
Kohn-Sham gap (spin up / spin down) (eV): 7.523 / 8.072
E_HOMO (spin up / spin down) (eV): -7.24 / -7.79

Molecular formula: C22H65BN10O12Pd
Method: DFT, the ωB97M-V functional and the def2-TZVPD basis

XYZ file:
```
111
Properties=species:S:1:pos:R:3:mulliken_spin:R:1
N 2.519 0.709 5.485 0.000
H 3.493 0.591 5.247 0.000
H 2.225 -0.029 6.109 0.000
H 2.059 0.830 4.594 0.000
H 2.422 1.557 6.024 0.000
Pd -0.769 6.949 2.175 0.972
B 0.467 3.060 1.413 0.005
H 0.067 3.494 0.510 0.000
H 0.498 1.995 1.239 0.002
H 1.450 3.445 1.635 -0.001
H -0.233 3.264 2.207 -0.001
C -0.857 9.221 6.379 -0.065
O -0.480 8.036 6.228 0.526
O -1.113 9.743 5.333 0.322
O -0.953 9.691 7.532 0.241
C -3.965 3.125 -7.702 0.000
O -3.209 3.278 -8.923 0.000
C -3.786 2.531 -10.034 0.000
C -3.193 3.216 -11.262 0.000
N -3.539 2.626 -12.520 0.000
C -3.173 3.206 -13.773 0.000
C -3.809 2.400 -14.987 0.000
O -5.243 2.371 -14.833 0.000
C -5.898 1.863 -15.980 0.000
H -4.038 2.080 -7.400 0.000
H -4.970 3.544 -7.736 0.000
H -3.411 3.608 -6.897 0.000
H -4.873 2.534 -9.962 0.000
H -3.449 1.494 -10.041 0.000
H -2.114 3.290 -11.132 0.000
H -3.516 4.256 -11.295 0.000
H -4.515 2.376 -12.594 0.000
H -2.087 3.119 -13.732 0.000
H -3.432 4.255 -13.916 0.000
H -3.581 1.337 -14.913 0.000
H -3.431 2.887 -15.886 0.000
H -5.697 0.794 -16.051 0.000
H -5.555 2.338 -16.899 0.000
H -6.986 1.877 -15.917 0.000
C 8.058 -3.511 7.713 0.000
O 6.906 -4.135 8.252 0.000
C 5.802 -3.366 7.870 0.000
C 4.604 -3.964 8.577 0.000
N 3.472 -3.118 8.404 0.000
C 2.283 -3.594 9.050 0.000
C 1.066 -2.611 9.115 0.000
O 0.620 -2.196 7.829 0.000
C -0.457 -1.320 7.772 0.000
H 7.903 -3.331 6.649 0.000
H 8.907 -4.194 7.738 0.000
H 8.240 -2.607 8.294 0.000
H 5.546 -3.399 6.811 0.000
H 6.055 -2.310 7.969 0.000
H 4.720 -4.077 9.655 0.000
H 4.444 -4.974 8.200 0.000
H 3.727 -2.245 8.841 0.000
H 2.628 -3.743 10.074 0.000
H 2.115 -4.513 8.490 0.000
H 1.295 -1.883 9.893 0.000
H 0.239 -3.165 9.560 0.000
H -1.010 -1.285 8.711 0.000
H -1.233 -1.620 7.068 0.000
H 0.031 -0.374 7.538 0.000
C 0.137 -10.293 -1.742 0.000
O 0.166 -9.116 -0.908 0.000
C 0.498 -9.511 0.410 0.000
C 0.692 -8.259 1.361 0.000
N -0.619 -7.691 1.421 0.000
C -0.648 -6.381 2.094 0.000
C -2.037 -5.845 1.917 0.000
O -2.732 -6.411 0.781 0.000
C -4.102 -6.330 0.687 0.000
H 0.053 -10.047 -2.800 0.000
H -0.583 -11.025 -1.375 0.000
H 1.122 -10.755 -1.671 0.000
H 1.440 -10.049 0.513 0.000
H -0.316 -10.137 0.776 0.000
H 1.480 -7.606 0.986 0.000
H 0.986 -8.606 2.351 0.000
H -1.128 -7.657 0.549 0.000
H -0.069 -5.607 1.591 0.000
H -0.487 -6.577 3.155 0.000
H -2.143 -4.773 1.750 0.000
H -2.579 -6.014 2.847 0.000
H -4.229 -7.253 0.120 0.000
H -4.441 -5.513 0.049 0.000
H -4.575 -6.460 1.660 0.000
C 4.779 3.607 -3.383 0.000
O 5.567 3.356 -4.288 0.000
N 3.672 3.007 -3.225 0.000
N 5.015 4.346 -2.377 0.000
H 3.419 2.288 -3.888 0.000
H 3.066 3.110 -2.424 0.000
H 4.326 4.419 -1.642 0.000
H 5.955 4.708 -2.302 0.000
C -6.462 3.940 2.206 0.000
O -5.489 4.701 2.211 0.000
N -6.314 2.659 2.274 0.000
N -7.677 4.304 2.142 0.000
H -5.313 2.525 2.306 0.000
H -7.081 2.019 2.422 0.000
H -8.257 3.561 1.781 0.000
H -7.921 5.279 2.046 0.000
C 4.990 9.109 2.529 0.000
O 3.931 8.811 2.070 0.000
N 5.509 8.703 3.620 0.000
N 5.764 10.077 2.009 0.000
H 6.281 9.268 3.943 0.000
H 5.077 7.947 4.131 0.000
H 6.725 10.241 2.272 0.000
H 5.260 10.504 1.245 0.000
```

Output
Total charge: 0
Spin multiplicity: 3
Kohn-Sham gap (spin up / spin down) (eV): 5.056 / 3.577
E_HOMO (spin up / spin down) (eV): -7.33 / -7.09

Molecular formula: C22H66N3O9PS8
Method: DFT, the ωB97M-V functional and the def2-TZVPD basis

XYZ file:
```
109
Properties=species:S:1:pos:R:3:mulliken_charge:R:1
O -3.321 -6.158 0.285 -0.851
P -4.075 -7.189 -0.343 0.331
N -4.954 -6.828 -1.735 0.420
C -4.701 -5.603 -2.382 -1.137
C -6.362 -7.208 -2.041 -1.016
N -5.187 -7.877 0.728 0.285
C -6.341 -7.012 1.122 -1.130
C -4.794 -8.772 1.802 -1.098
N -3.156 -8.511 -0.912 0.121
C -1.937 -8.122 -1.656 -1.269
C -3.767 -9.684 -1.464 -0.927
H -4.982 -5.673 -3.433 0.380
H -3.664 -5.267 -2.371 0.266
H -5.336 -4.925 -1.811 0.379
H -6.694 -7.021 -3.062 0.363
H -7.150 -6.771 -1.429 0.305
H -6.413 -8.271 -1.805 0.330
H -7.242 -7.583 0.899 0.322
H -6.292 -6.810 2.192 0.380
H -6.391 -6.067 0.581 0.367
H -4.257 -8.315 2.634 0.287
H -5.732 -9.295 1.991 0.430
H -4.131 -9.554 1.431 0.323
H -1.458 -7.345 -1.060 0.390
H -1.304 -8.979 -1.427 0.517
H -2.189 -7.919 -2.697 0.315
H -4.278 -10.243 -0.681 0.218
H -2.976 -10.180 -2.026 0.444
H -4.516 -9.395 -2.202 0.256
C 1.560 7.902 5.441 -0.876
S 0.692 8.642 6.841 0.508
O 1.400 7.968 7.973 -0.606
C 1.273 10.334 6.450 -0.889
H 1.238 6.869 5.310 0.303
H 2.650 7.895 5.470 0.336
H 1.354 8.455 4.524 0.288
H 1.060 10.559 5.405 0.305
H 2.335 10.348 6.695 0.308
H 0.804 11.055 7.120 0.323
C 0.123 10.419 -0.110 -0.913
S 1.815 9.704 -0.450 0.475
O 2.414 9.973 0.969 -0.623
C 1.461 7.906 -0.612 -0.798
H 0.158 11.469 0.183 0.330
H -0.357 9.985 0.767 0.292
H -0.545 10.325 -0.965 0.342
H 1.370 7.456 0.377 0.273
H 2.273 7.438 -1.170 0.305
H 0.558 7.689 -1.182 0.317
C 5.641 2.016 2.532 -0.890
S 6.465 0.908 1.277 0.439
O 6.284 -0.623 1.603 -0.594
C 5.274 1.357 -0.155 -0.730
H 5.884 1.603 3.511 0.339
H 4.555 1.932 2.541 0.270
H 5.817 3.036 2.190 0.358
H 4.341 1.342 0.408 0.149
H 5.393 0.515 -0.837 0.316
H 5.396 2.334 -0.624 0.346
C -1.966 1.964 5.958 -0.950
S -1.890 0.085 6.069 0.509
O -2.136 -0.438 7.503 -0.618
C -3.527 -0.214 5.205 -0.852
H -2.791 2.238 6.615 0.331
H -2.058 2.434 4.979 0.356
H -0.955 2.325 6.146 0.324
H -4.333 0.366 5.653 0.303
H -3.873 -1.248 5.202 0.316
H -3.365 0.135 4.185 0.284
C -0.105 -0.409 0.631 -0.892
S -0.578 1.374 0.494 0.523
O 0.476 2.148 1.258 -0.598
C -0.316 1.437 -1.360 -0.978
H -0.466 -0.968 -0.232 0.325
H -0.416 -0.877 1.565 0.317
H 0.944 -0.691 0.717 0.300
H -0.308 2.470 -1.709 0.344
H -1.083 0.791 -1.788 0.350
H 0.706 1.201 -1.657 0.304
C 4.937 -5.788 4.417 -0.977
S 3.518 -6.829 4.068 0.503
O 3.618 -7.796 5.234 -0.635
C 2.246 -5.600 4.637 -0.830
H 5.805 -6.431 4.268 0.327
H 4.926 -5.313 5.398 0.326
H 5.087 -5.043 3.636 0.381
H 2.065 -5.807 5.692 0.306
H 1.301 -5.772 4.121 0.312
H 2.778 -4.649 4.631 0.287
C 4.606 5.510 -7.113 -0.888
S 2.874 6.166 -6.994 0.484
O 2.326 5.667 -5.681 -0.584
C 3.426 7.965 -6.937 -1.054
H 5.060 5.315 -6.141 0.322
H 5.280 6.259 -7.529 0.323
H 4.714 4.576 -7.665 0.313
H 2.615 8.690 -6.866 0.357
H 3.766 8.412 -7.872 0.386
H 4.054 8.182 -6.073 0.341
C 0.347 0.910 -9.552 -0.880
S -0.020 0.852 -7.811 0.529
O -0.973 -0.289 -7.576 -0.628
C 1.616 0.108 -7.247 -0.950
H 0.920 0.032 -9.851 0.285
H 0.862 1.797 -9.920 0.321
H -0.587 0.768 -10.095 0.342
H 1.477 -0.273 -6.235 0.326
H 2.444 0.814 -7.177 0.334
H 1.866 -0.793 -7.807 0.323
```

Output
Total charge: 0
Kohn-Sham gap (eV): 8.370
E_HOMO (eV): -8.35

Molecular formula: C22H66O11
Method: DFT, the ωB97M-V functional and the def2-TZVPD basis

XYZ file:
```
99
Properties=species:S:1:pos:R:3:mulliken_charge:R:1
C 2.841 -0.628 1.861 -0.368
C 4.237 -1.119 1.527 -0.488
O 4.356 -2.448 1.852 -0.527
H 2.490 0.362 1.699 0.270
H 2.704 -1.092 2.799 0.497
H 2.253 -1.239 1.251 -0.353
H 4.931 -0.622 2.418 0.159
H 4.653 -1.059 0.577 0.447
H 4.066 -2.987 1.019 0.346
C -3.770 -0.218 -2.236 -0.983
C -4.820 0.710 -2.831 -0.428
O -5.216 1.629 -1.850 -0.562
H -3.503 -0.944 -2.997 0.482
H -4.083 -0.797 -1.508 0.532
H -2.912 0.210 -1.833 -0.005
H -5.714 0.278 -3.076 0.349
H -4.689 1.330 -3.685 0.341
H -5.991 2.282 -2.081 0.283
C 0.414 3.776 -2.701 -0.641
C 1.492 4.657 -2.271 -0.065
O 1.114 5.188 -1.030 -0.544
H 0.661 3.303 -3.611 0.472
H -0.533 4.260 -2.553 0.285
H 0.236 2.969 -1.992 -0.181
H 1.692 5.512 -2.987 0.266
H 2.377 4.128 -2.144 0.097
H 0.830 6.171 -1.062 0.265
C -2.345 5.076 0.189 -0.948
C -3.121 4.213 -0.706 -0.216
O -3.130 2.983 -0.092 -0.293
H -2.202 5.955 -0.351 0.488
H -1.195 4.770 0.347 0.023
H -2.850 5.144 1.193 0.251
H -2.801 3.931 -1.632 0.385
H -4.044 4.748 -0.963 0.256
H -3.496 2.322 -0.690 0.053
C 0.704 3.761 3.741 -1.463
C 1.012 3.566 2.275 0.633
O 0.893 4.838 1.725 -0.633
H 1.038 2.908 4.252 0.442
H -0.377 4.125 3.937 0.220
H 1.362 4.481 4.282 0.379
H 0.368 2.964 1.576 -0.073
H 2.021 3.196 2.367 0.174
H 1.291 4.827 0.724 0.378
C 1.726 -3.413 -3.252 -0.543
C 2.161 -4.844 -3.406 -0.262
O 2.404 -5.435 -2.221 -0.442
H 0.811 -3.428 -2.596 0.093
H 1.453 -2.853 -4.195 0.378
H 2.422 -2.745 -2.692 0.044
H 3.087 -5.261 -4.336 0.230
H 1.346 -5.392 -3.893 0.286
H 2.555 -6.388 -2.395 0.273
C -4.329 -4.301 1.608 -0.917
C -2.934 -4.616 2.009 -0.367
O -2.075 -4.552 0.820 -0.437
H -4.832 -4.555 2.547 0.291
H -4.811 -4.723 0.801 0.385
H -4.421 -3.180 1.268 0.163
H -2.805 -5.523 2.615 0.384
H -2.412 -4.019 2.765 0.272
H -2.346 -5.282 0.219 0.256
C 1.757 -4.422 2.363 -0.948
C 1.698 -4.683 0.917 0.194
O 2.700 -3.996 0.250 -0.488
H 0.922 -4.837 2.919 0.461
H 1.559 -3.298 2.769 0.015
H 2.764 -4.997 2.731 0.211
H 0.613 -4.324 0.507 -0.052
H 1.622 -5.796 0.673 0.299
H 2.720 -4.267 -0.752 0.251
C -0.203 0.306 -0.434 -0.203
C -0.501 -1.194 -0.565 0.016
O -1.174 -1.769 0.555 -0.273
H 0.384 0.720 0.335 0.295
H -1.161 0.870 -0.237 -0.353
H 0.195 0.637 -1.436 0.125
H 0.607 -1.692 -0.435 -0.354
H -0.811 -1.600 -1.493 0.796
H -1.565 -2.623 0.496 0.007
C 3.302 0.682 -2.013 -0.271
C 4.414 1.792 -1.829 -0.252
O 5.647 1.253 -1.628 -0.514
H 3.077 -0.041 -1.164 -0.090
H 3.450 0.150 -2.938 0.414
H 2.249 1.118 -2.151 -0.036
H 4.106 2.464 -0.983 0.203
H 4.406 2.471 -2.799 0.245
H 6.402 1.905 -1.623 0.313
C -2.609 1.470 3.935 -1.145
C -2.198 0.850 2.541 0.456
O -0.927 0.032 2.706 -0.546
H -3.627 1.901 3.630 0.348
H -1.817 2.155 4.170 0.174
H -2.787 0.661 4.629 0.348
H -1.999 1.632 1.773 -0.170
H -2.846 0.054 2.111 0.248
H -0.612 -0.494 2.076 0.183
```

Output
Total charge: 0
Kohn-Sham gap (eV): 9.049
E_HOMO (eV): -8.84

| no. | E (eV) |
| --- | --- |
| 1 | -72056.923 |
| 2 | -67477.819 |
| 3 | -142742.126 |
| 4 | -46395.084 |